# C58H39NO17

8 unconnected molecules or ions with the total composition C58H39NO17 at a distorted geometry (ωB97M-V/def2-TZVPD, the OMol25 dataset).

Values from the calculation:
**Spin multiplicity**: 1
**Kohn-Sham gap**: 0.26558 Eh
**Molar mass**: 1021.94 Da
**SMILES**: Nc1cc(CC=O)cc2c1C(=O)c1ccccc1C2=O.O=C1C=CC(=O)C=C1.O=C1C=CC(=O)C=C1.O=C1C=CC(=O)C=C1.O=C1C=CC(=O)C=C1.O=C1C=CC(=O)C=C1.O=C1C=CC(=O)C=C1.O=C1C=CC(=O)C=C1

The geometry in XYZ format:
```
115
Properties=species:S:1:pos:R:3:mulliken_charge:R:1
N 0.66 1.75 -1.55 -0.603
C 0.54 3.21 -1.40 -0.318
C 1.63 4.13 -1.62 -0.431
C 1.39 5.58 -1.49 1.158
C 2.55 6.61 -1.77 -0.545
C 3.22 6.13 -3.12 -0.059
O 2.54 5.98 -4.11 -0.476
C 0.09 6.13 -1.10 -1.171
C -0.99 5.19 -0.88 0.612
C -0.77 3.74 -1.03 0.441
C -2.03 2.84 -0.81 -0.163
O -2.00 1.79 -0.20 -0.517
C -3.35 3.43 -1.41 0.464
C -4.31 2.60 -2.12 -0.937
C -5.49 3.28 -2.67 -0.340
C -5.72 4.71 -2.50 -0.122
C -4.74 5.55 -1.78 -0.966
C -3.57 4.88 -1.25 0.717
C -2.44 5.66 -0.50 -0.161
O -2.64 6.53 0.31 -0.519
H 0.28 1.30 -0.71 0.369
H -0.04 1.53 -2.27 0.383
H 2.64 3.79 -1.93 0.387
H 2.08 7.60 -2.02 0.404
H 3.28 6.68 -0.93 0.178
H 4.32 5.90 -3.15 0.366
H -0.11 7.22 -1.01 0.340
H -4.12 1.51 -2.25 0.482
H -6.20 2.63 -3.24 0.436
H -6.63 5.12 -2.98 0.226
H -4.91 6.64 -1.66 0.400
O 5.02 5.11 -0.52 -0.471
C 5.25 4.68 0.60 0.492
C 4.39 5.03 1.75 -0.189
C 4.65 4.55 2.97 -0.470
C 5.80 3.64 3.21 0.311
O 6.03 3.21 4.32 -0.531
C 6.65 3.29 2.06 -0.264
C 6.40 3.77 0.84 -0.511
H 3.56 5.69 1.55 0.406
H 4.04 4.79 3.83 0.437
H 7.49 2.63 2.26 0.380
H 7.01 3.53 -0.02 0.422
O 0.16 -0.81 -2.77 -0.542
C 0.42 -1.88 -2.25 0.484
C 0.77 -3.06 -3.07 -0.374
C 1.04 -4.23 -2.51 -0.317
C 1.02 -4.41 -1.04 0.202
O 1.27 -5.48 -0.52 -0.600
C 0.67 -3.23 -0.22 -0.312
C 0.39 -2.05 -0.78 -0.317
H 0.78 -2.92 -4.14 0.445
H 1.30 -5.11 -3.09 0.430
H 0.65 -3.37 0.86 0.505
H 0.13 -1.18 -0.20 0.361
O -5.72 -0.64 -4.11 -0.588
C -4.84 -1.47 -4.13 0.408
C -4.49 -2.24 -2.92 -0.282
C -3.52 -3.16 -2.94 -0.387
C -2.74 -3.43 -4.17 0.424
O -1.86 -4.26 -4.18 -0.576
C -3.09 -2.66 -5.38 -0.402
C -4.06 -1.74 -5.36 -0.432
H -5.06 -2.03 -2.03 0.435
H -3.25 -3.73 -2.06 0.564
H -2.52 -2.87 -6.27 0.432
H -4.33 -1.17 -6.24 0.424
O 7.44 0.37 3.68 -0.526
C 7.67 -0.06 4.79 0.417
C 6.82 0.28 5.95 -0.224
C 7.07 -0.19 7.17 -0.394
C 8.22 -1.10 7.41 0.358
O 8.45 -1.54 8.52 -0.549
C 9.08 -1.45 6.26 -0.408
C 8.82 -0.97 5.04 -0.332
H 5.99 0.95 5.75 0.388
H 6.46 0.05 8.02 0.417
H 9.91 -2.11 6.45 0.417
H 9.44 -1.21 4.18 0.437
O -2.13 -4.29 1.98 -0.587
C -1.88 -5.36 2.50 0.370
C -1.53 -6.55 1.68 -0.148
C -1.25 -7.72 2.24 -0.355
C -1.28 -7.89 3.71 0.373
O -1.02 -8.96 4.22 -0.606
C -1.63 -6.71 4.53 -0.401
C -1.90 -5.54 3.97 -0.384
H -1.51 -6.40 0.60 0.428
H -0.99 -8.59 1.66 0.429
H -1.64 -6.85 5.60 0.435
H -2.16 -4.66 4.55 0.415
O -11.07 2.11 -6.58 -0.545
C -10.38 2.96 -6.06 0.353
C -8.97 3.15 -6.47 -0.368
C -8.21 4.09 -5.90 -0.224
C -8.74 4.97 -4.83 0.481
O -8.05 5.82 -4.31 -0.637
C -10.15 4.77 -4.43 -0.437
C -10.91 3.84 -5.00 -0.349
H -8.59 2.50 -7.25 0.410
H -7.17 4.24 -6.18 0.456
H -10.52 5.43 -3.65 0.417
H -11.94 3.68 -4.72 0.406
O 1.15 -6.18 4.09 -0.334
C 2.30 -6.54 4.31 0.409
C 3.37 -5.56 4.58 -0.444
C 4.62 -5.95 4.81 -0.380
C 4.99 -7.38 4.81 0.299
O 6.13 -7.74 5.03 -0.550
C 3.92 -8.36 4.54 -0.443
C 2.66 -7.97 4.31 -0.168
H 3.08 -4.51 4.58 0.420
H 5.42 -5.24 5.01 0.431
H 4.20 -9.41 4.55 0.417
H 1.86 -8.68 4.11 0.379
```

=====

# C58H40BFO9P

5 unconnected molecules or ions with the total composition C58H40BFO9P at a distorted geometry (ωB97M-V/def2-TZVPD, the OMol25 dataset).

Values from the calculation:
**Spin multiplicity**: 1
**Kohn-Sham gap**: 0.17123 Eh
**Charge**: -1
**Molar mass**: 941.73 Da

The geometry in XYZ format:
```
110
Properties=species:S:1:pos:R:3:mulliken_charge:R:1
C -0.47 -4.62 -0.19 -0.643
C 0.35 -3.95 1.09 -0.295
B -0.69 -3.66 2.33 0.628
F -2.08 -3.74 1.82 -0.457
P -0.42 -4.90 3.76 0.171
O -1.63 -5.91 3.80 -0.692
H -1.21 -3.83 -0.63 0.157
H -1.12 -5.52 0.24 0.112
H 0.31 -4.98 -0.98 0.281
H 1.15 -4.75 1.47 0.220
H 0.84 -2.93 0.77 -0.079
H -0.51 -2.55 2.70 -0.293
H 0.84 -5.63 3.68 -0.035
H -0.41 -4.10 5.00 -0.026
C -1.17 -12.20 -3.21 -0.419
C -0.48 -10.99 -3.23 -0.477
C -0.57 -10.12 -2.14 -0.496
C -1.36 -10.46 -1.04 0.134
C -2.07 -11.66 -1.03 0.170
C -1.97 -12.54 -2.12 -0.564
C -2.95 -12.00 0.11 0.577
O -3.57 -13.06 0.11 -0.709
C -3.08 -11.05 1.23 0.441
C -3.95 -11.34 2.28 -0.607
C -4.07 -10.45 3.36 -0.376
C -3.31 -9.29 3.38 -0.623
C -2.44 -9.00 2.33 -0.945
C -2.33 -9.88 1.25 0.341
C -1.44 -9.54 0.12 0.456
O -0.77 -8.52 0.14 -0.639
H -1.09 -12.89 -4.05 0.378
H 0.13 -10.73 -4.08 0.388
H -0.02 -9.18 -2.15 0.492
H -2.51 -13.49 -2.11 0.435
H -4.55 -12.25 2.27 0.426
H -4.75 -10.68 4.17 0.374
H -3.39 -8.60 4.22 0.524
H -1.85 -8.08 2.35 0.706
C 2.69 3.42 -0.64 -1.092
C 2.88 2.04 -0.54 -0.575
C 1.78 1.21 -0.30 -0.561
C 0.51 1.76 -0.13 0.460
C 0.33 3.14 -0.20 0.500
C 1.42 3.98 -0.47 -0.352
C -1.01 3.74 0.02 0.303
O -1.16 4.95 -0.05 -0.747
C -2.15 2.85 0.33 0.428
C -3.40 3.40 0.60 -0.395
C -4.49 2.57 0.87 -0.598
C -4.32 1.19 0.88 -0.591
C -3.07 0.63 0.62 -0.710
C -1.98 1.47 0.35 0.300
C -0.65 0.87 0.11 0.402
O -0.50 -0.35 0.12 -0.669
H 3.54 4.07 -0.84 0.465
H 3.87 1.62 -0.66 0.435
H 1.93 0.14 -0.23 0.541
H 1.29 5.05 -0.54 0.612
H -3.54 4.48 0.59 0.367
H -5.46 3.00 1.09 0.396
H -5.17 0.54 1.09 0.415
H -2.95 -0.45 0.63 0.628
C -2.07 7.00 2.40 -0.529
C -2.87 7.59 3.37 -0.530
C -2.40 7.70 4.68 -0.663
C -1.13 7.21 5.02 0.450
C -0.34 6.59 4.05 0.139
C -0.81 6.50 2.73 -0.647
C 0.97 6.02 4.41 0.530
O 1.67 5.49 3.55 -0.695
C 1.43 6.10 5.81 0.094
C 2.65 5.52 6.17 -0.502
C 3.10 5.60 7.49 -0.474
C 2.34 6.27 8.44 -0.440
C 1.13 6.85 8.09 -0.542
C 0.67 6.76 6.77 0.163
C -0.64 7.34 6.41 0.643
O -1.31 7.93 7.25 -0.694
H -2.43 6.92 1.37 0.491
H -3.85 7.97 3.12 0.396
H -3.03 8.17 5.44 0.446
H -0.19 6.03 1.96 0.682
H 3.26 4.99 5.43 0.459
H 4.05 5.14 7.77 0.387
H 2.70 6.34 9.47 0.388
H 0.54 7.37 8.84 0.444
C -0.17 5.39 -5.14 -0.773
C 0.45 4.79 -4.04 -0.011
C 1.74 4.28 -4.16 -0.623
C 2.42 4.35 -5.38 0.041
C 1.79 4.93 -6.49 0.268
C 0.50 5.46 -6.36 -0.575
C 2.48 4.97 -7.80 0.636
O 1.93 5.48 -8.77 -0.687
C 3.82 4.38 -7.92 0.121
C 4.46 4.35 -9.17 -0.546
C 5.74 3.81 -9.29 -0.439
C 6.39 3.29 -8.17 -0.474
C 5.75 3.30 -6.93 -0.485
C 4.46 3.84 -6.81 0.163
C 3.79 3.82 -5.49 0.509
O 4.36 3.36 -4.51 -0.688
H -1.17 5.80 -5.05 0.402
H -0.08 4.73 -3.09 0.528
H 2.22 3.81 -3.30 0.528
H 0.02 5.93 -7.22 0.448
H 3.96 4.76 -10.05 0.445
H 6.23 3.79 -10.27 0.386
H 7.39 2.87 -8.27 0.385
H 6.27 2.89 -6.06 0.445
```

=====

# C58H42BCl2F2N6O3STa

A molecular structure, C58H42BCl2F2N6O3STa at a distorted geometry (ωB97M-V/def2-TZVPD, the OMol25 dataset).

Values from the calculation:
**Spin multiplicity**: 1
**Kohn-Sham gap**: 0.20985 Eh
**Molar mass**: 1203.74 Da

The geometry in XYZ format:
```
116
Properties=species:S:1:pos:R:3:mulliken_charge:R:1
Ta -0.02 0.21 -0.18 0.891
C 7.27 0.61 -0.02 -0.514
C 6.89 0.49 1.30 -1.035
C 5.58 0.18 1.63 -0.237
C 4.62 0.00 0.64 -0.342
C 5.02 0.10 -0.70 0.166
C 6.33 0.41 -1.02 -1.019
C 3.18 -0.28 0.87 1.101
C 2.39 0.34 1.84 1.507
C 2.85 1.02 3.02 -1.486
C 1.76 1.31 3.77 -1.623
C 0.61 0.89 3.02 0.323
C -0.70 1.23 3.36 1.033
C -0.94 1.94 4.65 -0.319
C -1.70 1.33 5.64 -0.158
C -1.96 1.99 6.84 -0.847
C -1.49 3.28 7.04 -0.447
C -0.75 3.90 6.04 -1.191
C -0.48 3.24 4.86 0.351
C -1.80 1.03 2.53 0.319
N -1.82 0.33 1.36 -0.011
C -3.10 0.40 0.88 0.031
C -3.58 -0.41 -0.14 1.391
C -4.98 -0.28 -0.63 -0.451
C -5.20 -0.07 -1.99 0.002
C -6.49 0.08 -2.47 -0.998
C -7.58 0.02 -1.61 -0.428
C -7.36 -0.23 -0.26 -0.921
C -6.07 -0.37 0.23 -0.269
C -2.81 -1.46 -0.64 0.381
C -3.38 -2.60 -1.30 -1.847
C -2.38 -3.50 -1.46 -1.654
C -1.19 -2.90 -0.95 0.006
N -1.47 -1.65 -0.45 0.083
C 0.08 -3.46 -1.07 1.389
C 1.25 -2.80 -0.72 -0.090
C 2.57 -3.36 -0.80 -1.616
C 3.43 -2.42 -0.36 -1.543
C 2.65 -1.30 0.06 0.860
N 1.32 -1.53 -0.20 0.301
C 0.20 -4.80 -1.69 0.472
C 0.96 -4.98 -2.85 -0.298
C 1.10 -6.23 -3.42 -0.904
C 0.48 -7.33 -2.84 -0.433
C -0.29 -7.17 -1.69 -0.880
C -0.42 -5.91 -1.12 -0.221
C -3.89 1.24 1.74 -1.541
C -3.10 1.59 2.78 -1.535
N 1.01 0.26 1.88 -0.365
H 8.29 0.86 -0.27 0.416
H 7.62 0.63 2.09 0.441
H 5.32 0.04 2.67 0.662
H 4.29 -0.02 -1.48 0.462
H 6.61 0.49 -2.06 0.410
H 3.87 1.25 3.25 0.394
H 1.74 1.77 4.74 0.689
H -2.08 0.33 5.48 0.486
H -2.53 1.50 7.61 0.399
H -1.69 3.79 7.97 0.391
H -0.39 4.91 6.19 0.449
H 0.09 3.74 4.09 0.452
H -4.36 -0.03 -2.67 0.563
H -6.65 0.26 -3.53 0.418
H -8.58 0.14 -1.98 0.391
H -8.20 -0.31 0.42 0.395
H -5.92 -0.58 1.28 0.623
H -4.42 -2.70 -1.57 0.562
H -2.44 -4.47 -1.93 0.573
H 2.79 -4.37 -1.10 0.646
H 4.50 -2.50 -0.24 0.593
H 1.42 -4.11 -3.31 0.477
H 1.69 -6.35 -4.31 0.398
H 0.59 -8.31 -3.28 0.404
H -0.77 -8.02 -1.24 0.403
H -1.00 -5.78 -0.21 0.523
H -4.92 1.52 1.56 0.780
H -3.37 2.18 3.64 0.594
Cl -0.09 -1.33 -3.02 0.264
C 0.10 -0.11 -4.21 0.314
C -0.33 -0.31 -5.51 -0.830
C -0.13 0.69 -6.44 -0.502
C 0.49 1.87 -6.07 -0.642
C 0.89 2.06 -4.76 0.280
Cl 1.66 3.54 -4.32 -0.189
C 0.69 1.07 -3.79 -0.717
S 1.19 1.37 -2.12 0.162
H -0.82 -1.23 -5.78 0.495
H -0.45 0.55 -7.46 0.361
H 0.66 2.66 -6.79 0.463
F -2.08 0.73 -2.57 -0.117
B -1.52 1.19 -1.44 1.739
F -1.83 2.48 -1.25 -0.105
C 0.85 5.52 -1.23 -0.886
C 2.31 5.81 -0.85 -1.283
C 2.90 5.00 0.34 2.897
C 4.29 5.59 0.65 -1.342
C 5.07 4.82 1.71 -1.154
C 1.98 5.14 1.53 -0.413
O 2.07 5.98 2.39 -0.674
N 0.95 4.23 1.52 0.371
C 0.95 3.07 0.76 -0.292
O -0.12 2.42 0.73 -0.933
N 2.03 2.67 0.14 1.130
C 3.05 3.55 -0.13 -1.052
O 4.01 3.22 -0.79 -0.579
H 0.60 6.07 -2.14 0.524
H 0.16 5.83 -0.45 0.273
H 0.69 4.46 -1.43 0.007
H 2.42 6.87 -0.62 0.433
H 2.94 5.59 -1.72 0.388
H 4.16 6.62 0.98 0.466
H 4.86 5.59 -0.28 0.473
H 4.55 4.83 2.67 0.277
H 6.04 5.28 1.85 0.471
H 5.23 3.78 1.40 0.158
H 0.20 4.34 2.19 0.387
```

=====

# C58H48AsBrCoFGeIN3

A molecular structure, C58H48AsBrCoFGeIN3 at a distorted geometry (ωB97M-V/def2-TZVPD, the OMol25 dataset).

Values from the calculation:
**Spin multiplicity**: 1
**Kohn-Sham gap**: 0.28141 Eh
**Molar mass**: 1219.31 Da

The geometry in XYZ format:
```
115
Properties=species:S:1:pos:R:3:mulliken_charge:R:1
Co 0.37 -0.62 0.68 0.119
N 3.65 -0.66 0.30 0.517
C 3.23 -1.96 0.49 0.184
C 4.20 -2.85 0.97 -1.065
C 3.89 -4.18 1.15 -0.487
C 2.60 -4.59 0.84 -1.341
C 1.70 -3.64 0.39 -0.805
N 1.98 -2.35 0.22 0.727
C 3.03 0.50 -0.06 0.228
C 3.84 1.65 -0.07 -1.065
C 3.30 2.87 -0.41 -1.357
C 1.96 2.92 -0.77 -1.214
C 1.23 1.75 -0.75 0.246
N 1.73 0.56 -0.39 1.978
H 4.60 -0.52 0.61 0.271
H 5.19 -2.48 1.19 0.511
H 4.62 -4.88 1.51 0.434
H 2.28 -5.61 0.96 0.488
H 0.70 -3.97 0.15 0.764
H 4.87 1.57 0.23 0.551
H 3.90 3.76 -0.39 0.398
H 1.49 3.85 -1.04 0.525
H 0.19 1.75 -1.02 -0.374
Br -1.13 -5.07 5.27 -0.221
C -2.31 -3.61 5.07 0.101
C -3.30 -3.42 6.03 -0.501
C -4.17 -2.35 5.92 -0.721
C -4.05 -1.46 4.86 -0.756
C -3.08 -1.67 3.90 0.487
C -2.21 -2.73 4.00 0.027
I -0.75 -3.02 2.49 0.599
H -3.37 -4.11 6.85 0.425
H -4.95 -2.22 6.66 0.396
H -4.71 -0.62 4.78 0.455
H -2.98 -0.99 3.06 -0.158
F 1.44 -0.47 2.11 -0.883
C 3.51 -2.85 -7.12 -0.485
C 4.39 -2.32 -6.20 -0.834
C 3.93 -1.88 -4.97 -0.314
C 2.58 -1.95 -4.65 0.737
C 1.71 -2.55 -5.56 -0.447
C 2.17 -2.98 -6.79 -0.775
As 2.04 -1.22 -2.89 0.306
C 0.12 -1.49 -2.94 -0.010
C -0.64 -1.02 -3.93 -0.624
C -2.11 -1.10 -3.80 -1.028
C -2.64 -2.42 -3.25 -0.880
C -1.85 -2.86 -2.00 -0.815
C -0.54 -2.09 -1.73 0.760
C 2.09 0.67 -3.46 0.986
C 0.98 1.50 -3.57 0.174
C 1.11 2.84 -3.91 -0.960
C 2.36 3.39 -4.09 -0.652
C 3.49 2.59 -3.94 -0.943
C 3.34 1.25 -3.63 -0.617
H 3.86 -3.17 -8.09 0.367
H 5.44 -2.23 -6.44 0.389
H 4.63 -1.48 -4.24 0.317
H 0.67 -2.67 -5.30 0.332
H 1.48 -3.41 -7.50 0.403
H -0.21 -0.58 -4.82 0.559
H -2.62 -0.82 -4.73 0.784
H -2.94 -3.20 -3.94 0.433
H -1.71 -3.93 -1.91 0.698
H 0.18 -2.77 -1.27 0.541
H -0.01 1.10 -3.39 0.220
H 0.23 3.46 -4.00 0.444
H 2.47 4.44 -4.33 0.395
H 4.47 3.01 -4.05 0.424
H 4.23 0.64 -3.52 0.162
C 1.99 5.17 2.69 -0.613
C 2.53 3.90 2.76 -0.762
C 1.75 2.80 2.45 -0.575
C 0.42 2.94 2.07 0.125
C -0.11 4.22 2.01 -0.358
C 0.67 5.33 2.30 -0.803
Ge -0.73 1.30 1.85 1.238
C -1.09 1.01 3.82 0.391
C -0.35 0.10 4.56 -0.333
C -0.63 -0.14 5.90 -0.794
C -1.65 0.55 6.52 -0.605
C -2.35 1.52 5.82 -0.895
C -2.06 1.75 4.49 0.026
C -2.47 2.08 1.18 0.838
C -3.68 1.66 1.72 -1.143
C -4.89 2.14 1.24 -0.885
C -4.91 3.04 0.19 -0.822
C -3.72 3.48 -0.35 -0.856
C -2.51 2.99 0.13 -0.153
H 2.59 6.04 2.94 0.385
H 3.56 3.77 3.05 0.459
H 2.18 1.81 2.50 0.386
H -1.15 4.35 1.74 0.325
H 0.24 6.31 2.23 0.444
H 0.46 -0.44 4.09 0.379
H -0.05 -0.87 6.45 0.492
H -1.90 0.34 7.55 0.436
H -3.13 2.09 6.31 0.457
H -2.60 2.52 3.95 0.412
H -3.68 0.96 2.54 0.219
H -5.82 1.80 1.68 0.452
H -5.85 3.40 -0.20 0.401
H -3.73 4.20 -1.17 0.427
H -1.59 3.33 -0.32 0.292
C -3.60 -1.66 -2.33 -0.588
C -2.95 -2.26 -1.08 -0.850
C -2.33 -1.14 -0.29 -0.575
C -0.90 -0.96 -0.75 2.119
C -2.01 -0.08 -1.32 0.801
C -2.78 -0.37 -2.60 -1.158
H -4.68 -1.63 -2.45 0.395
H -3.55 -2.97 -0.50 0.739
H -2.71 -0.89 0.69 0.174
H -2.03 0.96 -1.02 -0.354
H -3.35 0.51 -2.89 0.779
```

=====

- What is the spin multiplicity in the first record?
  1

=====

- Look up the spin multiplicity of the second one.
  1